ORCA calculation (ωB97M-V/def2-TZVPD) on a cluster of 2 separate species, H4NO2PS in total.

```
9
Properties=species:S:1:pos:R:3:forces:R:3
N 0.14856 0.18281 1.45594 -0.646 1.062 -0.293
O -2.18578 0.42943 -2.18751 3.231 -1.723 -1.660
O 0.23977 0.20748 -2.52678 2.206 -1.715 -1.231
P -0.69726 1.02108 -1.82731 -2.333 1.381 1.027
S 1.25984 -0.70801 0.70675 -1.011 1.220 0.469
H 0.55297 1.02782 1.85269 0.263 0.005 -0.388
H -2.77079 0.92226 -1.71063 -3.108 2.104 2.086
H 0.32602 -1.49287 0.12476 0.657 -0.587 -0.006
H 1.52376 -1.45290 1.76811 0.741 -1.747 -0.005
```
Forces are in eV/Å.

Calculated values
Electronic energy = -25771.9292 eV
Highest occupied orbital energy = -8.42 eV
Spin multiplicity = 1

ORCA calculation (ωB97M-V/def2-TZVPD) on a structure of composition C22H18BrF4OPPbSTe.

```
50
Properties=species:S:1:pos:R:3:forces:R:3
Pb -2.06707 -2.63819 -1.38907 0.135 0.157 -0.028
F 6.33362 -1.47878 0.90424 -0.322 -0.025 0.001
C 5.00136 -1.40720 0.90369 -0.211 0.026 0.039
C 4.32583 -0.96593 2.04062 0.163 -0.007 0.001
F 5.02244 -0.61906 3.12723 -0.106 -0.096 -0.196
C 2.94122 -0.88294 2.04094 -0.089 -0.090 -0.227
F 2.33210 -0.48669 3.16270 0.277 -0.003 -0.063
C 2.18986 -1.19711 0.91204 0.123 -0.081 -0.226
P 0.35485 -0.95782 0.77859 0.296 0.279 0.616
C -0.16049 -1.81771 2.30375 -0.121 -0.010 -0.113
C -1.19871 -1.34981 3.10312 0.110 -0.068 -0.124
C -1.61769 -2.08752 4.19673 -0.045 -0.050 0.056
C -1.03836 -3.31400 4.47844 -0.014 0.054 0.001
C -0.05882 -3.82034 3.63919 -0.012 -0.058 0.083
C 0.37788 -3.07805 2.56099 0.019 0.176 -0.117
C 0.34681 0.84410 1.17301 -0.191 -0.299 -0.166
C 0.28720 1.41207 2.44080 -0.001 -0.004 -0.072
C 0.27944 2.78863 2.57819 -0.016 0.046 0.104
C 0.33679 3.60796 1.46304 0.038 0.058 -0.007
C 0.41024 3.04882 0.19842 0.049 0.055 -0.027
C 0.40921 1.67341 0.05289 -0.066 -0.095 0.176
C 2.88651 -1.64661 -0.21174 -0.107 0.029 0.262
Br 1.93310 -2.11785 -1.76176 0.184 -0.136 -0.385
C 4.26686 -1.77045 -0.21953 -0.020 0.025 0.021
F 4.89069 -2.23366 -1.30493 0.146 0.124 0.214
H -1.67779 -0.41062 2.87044 -0.054 0.106 0.035
H -2.40527 -1.70135 4.82482 -0.097 0.021 0.094
H -1.35291 -3.87664 5.34290 -0.091 -0.090 0.072
H 0.36158 -4.79808 3.81945 0.054 -0.075 0.053
H 1.13871 -3.48113 1.90512 0.073 -0.043 -0.010
H 0.25516 0.78800 3.31925 -0.013 -0.038 0.055
H 0.23110 3.22070 3.56665 -0.004 0.066 0.082
H 0.33090 4.68083 1.58236 -0.005 0.107 0.005
H 0.46663 3.68092 -0.67474 -0.015 0.074 -0.099
H 0.44730 1.23394 -0.93337 0.000 -0.057 -0.100
O -1.52929 -0.06587 -2.99958 -0.020 -1.356 0.180
S -1.37709 1.38851 -3.12793 -0.418 1.371 -0.723
C -1.08655 1.70709 -4.94273 0.011 0.282 0.467
C -2.31738 2.40158 -5.50236 -0.211 -0.048 -0.089
C -3.50603 1.89753 -4.68899 -0.009 0.071 -0.148
C -3.09623 2.07315 -3.24061 0.482 -0.128 -0.173
H -0.92225 0.72673 -5.38642 -0.033 -0.120 0.191
H -0.18049 2.29937 -5.04405 0.093 -0.011 -0.005
H -2.43253 2.18959 -6.56581 0.012 0.059 -0.012
H -2.23113 3.48380 -5.38044 0.008 0.004 -0.051
H -3.67272 0.83691 -4.89042 -0.069 0.020 -0.024
H -4.42079 2.44653 -4.92154 0.009 -0.077 0.018
H -3.72832 1.53922 -2.53502 0.182 -0.049 0.154
H -3.03346 3.12401 -2.96688 -0.028 0.148 0.077
Te -3.04600 -4.88996 -0.60172 -0.077 -0.246 0.129
```
Forces are in eV/Å.

Calculated values
Electronic energy = -138729.2619 eV
Highest occupied orbital energy = -7.39 eV
Spin multiplicity = 1

ORCA calculation (ωB97M-V/def2-TZVPD) on the molecule C6H5NO.

```
13
Properties=species:S:1:pos:R:3:forces:R:3
C 0.41964 -2.92387 0.22430 -0.586 2.654 2.402
C 0.02388 -1.68039 0.21925 2.385 -8.148 -1.524
C 0.12998 -0.35247 -0.25172 1.472 1.734 2.674
C 0.05129 0.50054 -1.48597 2.170 2.969 6.125
C -0.83418 0.75581 -0.20527 -2.976 0.473 1.492
C -0.29219 1.72615 0.86039 -0.174 -1.758 -0.934
N 0.86048 1.36258 1.28246 -0.628 0.373 0.423
O 1.26083 0.19159 0.72760 -0.650 -0.204 -1.510
H 0.85368 -4.05117 0.73877 -1.865 4.224 -2.017
H 0.88626 1.31911 -1.22649 -1.559 -1.939 -2.299
H -0.40275 0.16079 -2.31520 -0.980 -0.740 -3.040
H -2.00033 0.59796 0.02406 2.706 -0.018 -1.447
H -0.95658 2.39337 1.40782 0.684 0.380 -0.342
```
Forces are in eV/Å.

Calculated values
Electronic energy = -9832.5986 eV
Highest occupied orbital energy = -9.41 eV
Spin multiplicity = 1

ORCA calculation (ωB97M-V/def2-TZVPD) on a cluster of 2 separate species, C7H13NO4S2 in total.

```
27
Properties=species:S:1:pos:R:3:forces:R:3
C -1.32704 -3.11880 -0.01203 0.445 -0.492 -0.237
C 3.44768 1.73703 1.33932 0.418 0.060 0.010
C -2.11151 -1.12121 1.14142 -0.320 -2.761 0.244
C -2.33305 -2.37126 0.48428 -0.330 1.716 0.645
C 2.30115 1.13508 1.13452 -0.330 -0.718 -0.399
C -0.18382 1.50267 -1.36314 0.104 -0.481 -1.107
C 0.46939 0.14337 -1.61473 -1.188 0.298 -0.006
N -2.82503 1.85683 -0.77413 -0.107 0.078 -0.530
O 3.63398 -0.83726 0.03695 0.016 0.295 -0.272
O 1.29636 -1.26667 0.65845 -0.161 0.306 0.140
O -0.46555 1.69279 -0.00032 -0.373 0.109 1.089
O 1.84421 0.15540 -1.29211 1.100 -0.271 0.902
S -2.03683 1.55139 0.52213 0.707 1.102 -0.048
S 2.29601 -0.36534 0.16839 0.174 0.158 -0.088
H -0.30511 -2.79786 0.09280 0.191 0.027 0.017
H -1.50448 -4.07827 -0.46490 -0.079 -0.143 -0.162
H 3.54083 2.65278 1.89918 -0.134 0.113 0.124
H 4.34408 1.30017 0.93446 0.261 -0.022 -0.054
H -1.09476 -0.89904 1.41694 0.258 0.334 -0.155
H -2.89009 -0.73211 1.77538 -0.208 0.287 -0.162
H -3.35772 -2.70212 0.37245 -0.086 -0.078 0.001
H 1.33195 1.44981 1.47385 -0.155 0.092 0.041
H -1.12264 1.58173 -1.92837 0.429 -0.023 -0.065
H 0.49366 2.30493 -1.67017 -0.087 -0.048 0.018
H 0.40000 -0.11664 -2.67340 0.064 0.035 0.103
H -0.02783 -0.62362 -1.01236 -0.104 0.057 -0.274
H -3.81386 1.96622 -0.64486 -0.505 -0.027 0.226
```
Forces are in eV/Å.

Calculated values
Electronic energy = -38814.4748 eV
Highest occupied orbital energy (spin up / spin down) = -6.97 / -10.23 eV
Spin multiplicity = 3

ORCA calculation (ωB97M-V/def2-TZVPD) on a cluster of 2 separate species, C4H12 in total.

```
16
Properties=species:S:1:pos:R:3:forces:R:3
C -2.82820 -0.52574 -1.15009 0.047 -0.360 -1.263
C -1.56709 0.22808 -0.74945 -0.223 -0.656 0.679
H -3.67614 0.11342 -0.93740 -0.377 -0.169 0.187
H -2.87322 -0.71784 -2.23165 0.169 0.261 0.069
H -2.96712 -1.53247 -0.75456 0.086 0.267 0.639
H -0.66840 -0.37319 -0.63453 -0.098 -0.297 -0.300
H -1.35717 0.99838 -1.47998 0.041 0.421 0.171
H -1.75750 0.61267 0.25572 0.260 0.519 -0.194
C 2.37142 -0.22694 1.63947 0.232 0.929 -0.143
C 2.01329 0.51436 0.36175 0.175 -0.517 -1.556
H 2.86216 -1.17142 1.41514 -0.186 -0.124 0.012
H 3.10626 0.38923 2.16426 -0.102 -0.172 0.282
H 1.50992 -0.37148 2.28100 -0.067 -0.187 0.141
H 1.53139 1.48999 0.40698 0.040 -0.010 0.631
H 1.39581 -0.07068 -0.32783 -0.212 -0.147 0.397
H 2.90458 0.64364 -0.25883 0.215 0.243 0.248
```
Forces are in eV/Å.

Calculated values
Electronic energy = -4342.2505 eV
Highest occupied orbital energy = -11.52 eV
Spin multiplicity = 1

ORCA calculation (ωB97M-V/def2-TZVPD) on a structure of composition C39H33Cl2CoN5O5PSe2.

```
88
Properties=species:S:1:pos:R:3:forces:R:3
Co -0.46612 0.05650 -0.47643 0.641 0.107 0.151
C -3.32804 -4.78705 -4.70006 -0.011 0.038 -0.093
O -3.50298 -3.52410 -5.31841 -0.105 -0.308 -0.006
C -3.00566 -2.44802 -4.66158 0.096 0.208 0.129
C -3.25290 -1.20257 -5.28923 -0.052 -0.037 -0.138
C -2.80090 -0.06654 -4.68863 -0.015 0.014 0.078
C -2.05830 -0.07437 -3.48148 -0.157 -0.043 0.141
C -1.58399 1.15204 -2.89907 -0.160 -0.309 -0.524
C -2.14685 2.49258 -3.29884 0.062 0.076 -0.197
O -0.69339 1.20494 -2.04211 0.105 0.402 0.663
C -1.77050 -1.34832 -2.85496 0.000 0.065 -0.160
O -1.08979 -1.49130 -1.80079 -0.108 -0.128 0.177
C -2.31428 -2.52227 -3.48363 0.060 0.072 -0.011
H -3.81748 -5.51275 -5.34362 -0.016 0.003 -0.032
H -3.78707 -4.81207 -3.70972 -0.016 0.022 0.019
H -2.26956 -5.04205 -4.60748 0.012 0.023 -0.001
H -3.79388 -1.18376 -6.22840 0.050 -0.002 0.096
H -2.99475 0.87638 -5.18438 0.011 -0.048 0.030
H -2.91236 2.45174 -4.06795 0.018 0.065 0.065
H -1.32780 3.13777 -3.62176 -0.029 -0.015 0.014
H -2.56604 2.93363 -2.39283 -0.002 -0.022 -0.016
H -2.12262 -3.45817 -2.97729 0.019 0.040 -0.012
Se 3.43010 0.28542 1.71372 -0.057 0.104 -0.076
P 1.81555 1.52398 2.38158 -0.297 0.125 0.272
Se 0.15486 2.16184 1.10787 0.462 0.161 0.020
C 1.08513 0.69752 3.86024 -0.090 -0.102 -0.037
C 1.93418 0.20016 4.84901 -0.097 0.018 0.071
C 1.41626 -0.47526 5.94459 0.031 0.029 -0.032
C 0.04501 -0.68206 6.05490 -0.018 0.007 -0.036
C -0.80318 -0.20788 5.06498 0.071 0.061 -0.023
C -0.28498 0.48650 3.97373 0.051 -0.001 0.152
C 2.55426 3.06279 3.10710 -0.011 0.074 -0.100
C 1.85962 4.27269 3.11072 0.066 -0.090 0.077
C 2.45013 5.42669 3.61384 -0.014 -0.067 -0.006
C 3.73868 5.38439 4.12955 -0.013 -0.026 -0.019
C 4.43330 4.18205 4.13805 -0.041 -0.023 0.001
C 3.84751 3.03094 3.62452 0.024 0.074 0.067
H 3.00511 0.32324 4.74112 -0.012 -0.015 0.003
H 2.08523 -0.86067 6.70711 -0.028 0.037 -0.043
H -0.35707 -1.22080 6.90684 0.021 0.016 -0.058
H -1.87150 -0.38743 5.13107 0.049 0.025 -0.013
H -0.93916 0.85937 3.19456 0.016 -0.009 0.022
H 0.85911 4.30163 2.70060 -0.010 0.024 -0.044
H 1.90610 6.36478 3.58838 0.003 -0.058 0.019
H 4.20387 6.28574 4.51396 -0.025 -0.036 -0.016
H 5.44368 4.14192 4.53087 -0.049 -0.013 -0.017
H 4.40627 2.10327 3.59875 -0.021 0.012 -0.052
Cl -4.45775 -4.07761 3.86986 0.079 0.053 -0.002
C -3.24544 -3.13089 3.03109 -0.059 -0.122 0.158
C -1.88789 -3.32416 3.34990 -0.096 -0.068 -0.002
C -0.92382 -2.63009 2.68495 0.019 0.042 0.065
Cl 0.74189 -2.88125 3.06802 -0.006 0.024 -0.045
C -1.23660 -1.65914 1.67030 -0.522 -0.042 0.189
O -0.31422 -1.03492 1.09273 0.740 -0.168 -0.507
C -2.63327 -1.46824 1.41344 0.116 -0.261 -0.135
C -3.07132 -0.49557 0.45893 -0.337 -0.435 0.602
O -2.37384 0.34681 -0.08238 0.190 0.466 -0.900
C -3.61124 -2.22670 2.08490 -0.102 0.086 -0.082
H -1.60415 -4.02219 4.12620 -0.024 -0.034 -0.039
H -4.14429 -0.49381 0.21139 -0.088 0.053 0.213
H -4.65860 -2.06318 1.85387 0.044 -0.041 -0.007
C 1.58182 -2.63107 -1.41877 -0.024 0.046 -0.059
C 1.99215 -1.22180 -1.68010 0.133 -0.299 0.220
N 1.47873 -0.16594 -1.10805 -0.419 0.403 -0.209
C 2.19072 0.93076 -1.55884 0.021 -0.075 -0.004
C 3.14664 0.52446 -2.42490 0.012 -0.103 0.123
N 3.02724 -0.85912 -2.48693 -0.273 0.164 -0.184
C 3.80188 -1.73451 -3.30963 0.292 0.112 0.281
N 5.18511 -1.74057 -2.87190 -0.137 -0.045 -0.334
N 6.17380 -1.74883 -3.79328 0.090 -0.091 0.357
N 7.30258 -1.86683 -3.19598 -0.069 0.038 0.054
C 7.06840 -1.93626 -1.83434 0.127 -0.029 -0.201
C 7.95555 -2.06765 -0.76052 0.091 0.006 0.084
C 7.41319 -2.09704 0.50332 0.068 0.009 -0.087
C 6.02035 -1.98495 0.71243 -0.057 -0.038 -0.005
C 5.13464 -1.86292 -0.33208 -0.012 -0.057 -0.013
C 5.69804 -1.85468 -1.61580 -0.079 0.002 0.081
H 0.97392 -2.63810 -0.51612 0.019 0.007 -0.021
H 2.45395 -3.27306 -1.26745 -0.043 0.033 0.025
H 0.97245 -3.02806 -2.23236 0.025 0.004 0.012
H 1.97310 1.92142 -1.19712 -0.085 -0.050 -0.018
H 3.91966 1.05948 -2.95374 -0.071 -0.087 0.038
H 3.81107 -1.41550 -4.34622 0.003 0.064 -0.133
H 3.37530 -2.73064 -3.24892 -0.034 -0.120 0.018
H 9.02301 -2.13458 -0.93193 -0.053 -0.001 0.020
H 8.06487 -2.19559 1.36290 -0.024 0.019 -0.024
H 5.63180 -1.97646 1.72459 0.019 0.013 -0.062
H 4.07375 -1.73753 -0.15298 0.112 -0.028 0.022
```
Forces are in eV/Å.

Calculated values
Electronic energy = -261324.9628 eV
Highest occupied orbital energy (spin up / spin down) = -4.62 / -4.76 eV
Net charge = -1
Spin multiplicity = 2

What did the fifth record say?
ORCA calculation (ωB97M-V/def2-TZVPD) on a cluster of 2 separate species, C4H12 in total.

```
16
Properties=species:S:1:pos:R:3:forces:R:3
C -2.82820 -0.52574 -1.15009 0.047 -0.360 -1.263
C -1.56709 0.22808 -0.74945 -0.223 -0.656 0.679
H -3.67614 0.11342 -0.93740 -0.377 -0.169 0.187
H -2.87322 -0.71784 -2.23165 0.169 0.261 0.069
H -2.96712 -1.53247 -0.75456 0.086 0.267 0.639
H -0.66840 -0.37319 -0.63453 -0.098 -0.297 -0.300
H -1.35717 0.99838 -1.47998 0.041 0.421 0.171
H -1.75750 0.61267 0.25572 0.260 0.519 -0.194
C 2.37142 -0.22694 1.63947 0.232 0.929 -0.143
C 2.01329 0.51436 0.36175 0.175 -0.517 -1.556
H 2.86216 -1.17142 1.41514 -0.186 -0.124 0.012
H 3.10626 0.38923 2.16426 -0.102 -0.172 0.282
H 1.50992 -0.37148 2.28100 -0.067 -0.187 0.141
H 1.53139 1.48999 0.40698 0.040 -0.010 0.631
H 1.39581 -0.07068 -0.32783 -0.212 -0.147 0.397
H 2.90458 0.64364 -0.25883 0.215 0.243 0.248
```
Forces are in eV/Å.

Calculated values
Electronic energy = -4342.2505 eV
Highest occupied orbital energy = -11.52 eV
Spin multiplicity = 1

Q: The highest electronic energy belongs to which entry?
A: C4H12

Q: Which of these has the lowest electronic energy?
A: C39H33Cl2CoN5O5PSe2

Q: spin multiplicity of number 4 (C7H13NO4S2)?
A: 3